[1]
This record from the Open Molecules 2025 dataset describes a structure of composition C7H5Cl4CoS. The level of theory is the ωB97M-V functional and the def2-TZVPD basis.

```
18
Properties=species:S:1:pos:R:3:forces:R:3:mulliken_charge:R:1
Co -0.0638 -0.0791 0.0002 0.0 -0.4 0.0 0.266
Cl 2.2813 0.2465 0.0000 0.3 0.2 0.0 -0.060
C 2.0727 2.0369 -0.0003 -0.1 -0.1 0.0 -0.078
Cl 0.3054 2.3589 -0.0001 0.1 -0.1 0.0 -0.096
H 2.5074 2.4395 -0.9071 0.0 0.0 -0.1 0.371
H 2.5076 2.4398 0.9063 0.0 0.0 0.1 0.371
Cl -2.3775 -0.0677 0.0001 -0.3 0.1 0.0 -0.103
C -2.8255 -1.7731 0.0000 0.5 0.0 0.0 1.136
C -4.1405 -2.0639 0.0000 -0.4 -0.2 0.0 -0.730
C -4.5216 -3.4313 0.0000 -0.1 0.1 0.0 -0.301
C -3.5880 -4.4417 0.0000 -0.2 0.0 0.0 -0.723
C -2.2380 -4.1331 0.0000 0.1 0.1 0.0 0.499
Cl -1.1029 -5.3788 0.0000 0.0 0.0 0.0 -0.081
C -1.7951 -2.7598 0.0000 -0.2 0.0 0.0 0.258
S -0.1481 -2.4346 0.0001 0.2 0.3 0.0 -0.102
H -4.8892 -1.2831 0.0000 0.0 0.0 0.0 0.494
H -5.5755 -3.6772 0.0000 0.0 0.0 0.0 0.420
H -3.8926 -5.4789 -0.0001 0.0 0.0 0.0 0.457
```
Positions in Å, forces in eV/Å.

LUMO level (alpha / beta)   -7.23 / -10.50 eV
Charge   +2
HOMO level (alpha / beta)   -16.37 / -16.76 eV
2S+1   5
⟨S²⟩   6.0264
Max |F|   0.0099 Eh/bohr
Relative energy (zero: lowest compared OMol25 entry of this formula, charge and spin)   4.4 kcal per mole

[2]
This record from the Open Molecules 2025 dataset describes an isolated molecule of C5H10NO in a non-equilibrium geometry. The level of theory is the ωB97M-V functional and the def2-TZVPD basis.

```
17
Properties=species:S:1:pos:R:3:forces:R:3:mulliken_charge:R:1
C -0.0730 0.1513 -2.2223 -1.9 2.4 0.5 -0.211
O 0.0402 -1.1714 -2.2488 -0.3 0.3 0.7 -0.370
C -0.4885 1.1507 -0.9232 2.0 -1.7 -0.1 -0.874
C -1.1775 0.4925 0.3177 1.2 2.4 1.1 -0.412
C -0.4289 -0.0108 1.5819 4.5 -0.9 -0.5 -0.490
C 0.7169 -0.8128 1.3010 -1.0 2.8 -0.7 0.215
N 1.7293 -1.4753 2.2007 -4.6 1.0 -0.5 -0.611
H -0.9994 0.4165 -2.8938 1.3 -0.7 0.5 0.263
H 0.7743 0.7142 -2.5724 0.7 -0.1 -1.0 0.319
H -1.1741 1.8984 -1.3291 0.1 -0.2 -0.1 0.487
H 0.4882 1.7012 -0.6945 -1.3 -0.8 0.0 0.318
H -1.6870 1.4120 0.6497 -0.9 -0.9 0.2 0.284
H -1.7906 -0.2823 -0.0505 -1.3 -0.6 -0.3 0.290
H -0.4996 0.5589 2.5843 -0.5 -1.6 -1.6 0.241
H 0.9685 -0.7040 0.1623 -0.3 -1.2 2.1 -0.023
H 2.4820 -1.7671 1.6320 0.7 -0.7 -0.6 0.292
H 1.1193 -2.2720 2.5051 1.6 0.5 0.0 0.281
```
Positions in Å, forces in eV/Å.

LUMO level (alpha / beta)   0.99 / -1.64 eV
Charge   0
HOMO level (alpha / beta)   -8.42 / -8.41 eV
2S+1   2
⟨S²⟩   0.7559
Max |F|   0.0910 Eh/bohr
Relative energy (zero: lowest compared OMol25 entry of this formula, charge and spin)   63.7 kcal per mole

[3]
This record from the Open Molecules 2025 dataset describes a structure of composition C49H40ClGeN2O2PReS. The level of theory is the ωB97M-V functional and the def2-TZVPD basis.

```
98
Properties=species:S:1:pos:R:3:forces:R:3:mulliken_charge:R:1
Re -0.1300 0.6750 -0.4036 0.7 -0.1 0.4 0.570
C 4.7823 -5.1875 -1.6211 0.0 0.0 0.1 -1.500
C 4.3237 -3.7991 -1.2700 0.0 0.0 0.0 0.966
C 4.9682 -3.0583 -0.2877 0.1 0.0 0.0 -0.938
C 4.5980 -1.7471 -0.0214 0.1 0.0 -0.1 -0.353
C 3.5620 -1.1721 -0.7405 0.0 -0.1 0.0 -0.046
C 2.8780 -1.9067 -1.7053 0.1 -0.1 0.0 -0.370
C 3.2649 -3.2111 -1.9611 0.0 0.1 0.0 -0.673
S 3.0936 0.5037 -0.4462 0.1 -0.1 0.0 1.314
O 4.1955 1.1528 0.2144 0.0 0.0 0.0 -0.726
O 2.6093 1.0348 -1.6973 0.1 -0.1 0.0 -0.707
N 1.7900 0.4248 0.4905 -0.5 0.7 0.1 -0.507
C 1.7595 0.1801 1.8569 0.1 -0.4 -0.3 0.892
C 2.8654 -0.0141 2.6933 0.0 0.1 0.0 -0.717
C 2.6222 -0.3182 4.0166 0.0 0.0 0.1 -0.727
C 1.3160 -0.4358 4.4850 0.1 0.0 -0.1 -0.639
C 0.2935 -0.2218 3.5816 -0.1 0.2 0.0 -1.101
N 0.5050 0.0881 2.3052 0.0 0.1 0.1 -0.028
H 5.4679 -5.5827 -0.8721 0.0 0.0 0.0 0.355
H 5.2995 -5.1955 -2.5822 0.0 0.0 0.0 0.357
H 3.9392 -5.8711 -1.7068 -0.1 0.0 0.0 0.326
H 5.7981 -3.4978 0.2526 0.0 0.0 0.0 0.347
H 5.1500 -1.1597 0.6977 0.0 0.0 0.1 0.424
H 2.0685 -1.4510 -2.2575 0.0 0.0 0.0 0.449
H 2.7424 -3.7785 -2.7220 0.0 0.0 0.0 0.336
H 3.8708 0.1047 2.3231 0.0 0.0 -0.1 0.582
H 3.4602 -0.4655 4.6868 0.0 0.0 0.0 0.416
H 1.0995 -0.6853 5.5133 0.0 0.0 0.0 0.526
H -0.7456 -0.3078 3.8803 0.1 0.1 0.0 0.781
Cl -2.3905 1.2477 -1.1095 -0.1 0.5 0.1 -0.017
C -2.6662 3.0050 -0.9293 -0.1 -0.5 -0.1 0.741
C -3.9879 3.4039 -1.0204 0.1 0.2 0.0 -0.817
C -4.2669 4.7540 -0.8813 0.0 0.0 0.0 -0.431
C -3.2388 5.6633 -0.6590 0.0 0.0 0.0 -0.852
C -1.9282 5.2255 -0.5812 0.0 0.0 0.0 -0.018
C -1.6120 3.8724 -0.7181 0.0 0.0 0.0 -0.772
P 0.1037 3.2460 -0.6171 0.1 0.0 0.0 0.896
C 0.8960 3.9984 -2.0735 0.0 0.0 0.0 0.632
C 0.1559 4.5063 -3.1359 -0.1 0.0 -0.1 -0.829
C 0.7948 4.9674 -4.2787 0.0 0.0 0.0 -0.659
C 2.1769 4.9253 -4.3671 0.0 0.0 0.0 -0.585
C 2.9217 4.4082 -3.3148 -0.1 0.0 0.0 -0.942
C 2.2859 3.9394 -2.1787 0.1 0.0 0.1 -0.283
C 0.7729 4.1523 0.8160 0.0 0.0 -0.1 0.535
C 1.4922 5.3382 0.7075 0.0 0.1 0.0 -0.197
C 1.9461 5.9843 1.8484 0.0 0.0 0.0 -0.727
C 1.6780 5.4526 3.1012 0.0 0.0 0.0 -0.539
C 0.9547 4.2730 3.2132 0.0 0.0 0.0 -0.568
C 0.5071 3.6220 2.0760 0.1 -0.1 0.0 -0.647
H -4.7660 2.6732 -1.1882 0.0 0.0 0.0 0.539
H -5.2926 5.0918 -0.9396 0.0 0.0 0.0 0.387
H -3.4607 6.7152 -0.5438 0.0 0.0 0.0 0.417
H -1.1283 5.9348 -0.4084 0.0 0.0 0.0 0.480
H -0.9254 4.5462 -3.0865 0.0 0.0 0.0 0.344
H 0.2083 5.3583 -5.0993 0.0 0.0 0.0 0.414
H 2.6748 5.2861 -5.2575 0.0 0.0 0.0 0.386
H 3.9995 4.3531 -3.3840 0.0 0.0 0.0 0.430
H 2.8775 3.5039 -1.3830 0.0 0.0 0.0 0.498
H 1.7083 5.7596 -0.2661 0.0 0.0 0.0 0.406
H 2.5136 6.9006 1.7546 0.0 0.0 0.0 0.430
H 2.0379 5.9535 3.9901 0.0 0.0 0.0 0.398
H 0.7524 3.8482 4.1873 0.0 0.0 0.0 0.451
H -0.0328 2.6857 2.1609 0.0 0.0 0.0 0.279
C -0.6202 -1.0363 -0.5076 -0.4 -0.4 -0.4 0.045
Ge -1.8651 -2.4163 -0.0103 0.1 0.1 0.0 1.866
C -3.4128 -2.1822 -1.1699 -0.1 0.1 -0.2 0.199
C -3.1388 -1.8842 -2.5090 0.0 0.1 0.0 -0.482
C -4.1597 -1.6733 -3.4237 0.0 0.0 0.0 -0.618
C -5.4828 -1.7620 -3.0155 0.0 0.0 0.0 -0.509
C -5.7748 -2.0797 -1.6982 0.0 0.0 0.0 -0.684
C -4.7474 -2.2904 -0.7857 0.0 -0.1 0.0 -0.427
C -1.0943 -4.1655 -0.3613 0.0 -0.1 0.1 0.054
C -1.8743 -5.2139 -0.8431 0.0 -0.1 0.0 -0.396
C -1.3296 -6.4759 -1.0430 -0.1 0.0 0.0 -0.650
C 0.0047 -6.7089 -0.7502 0.0 0.0 0.0 -0.573
C 0.7946 -5.6737 -0.2701 0.0 0.0 0.0 -0.809
C 0.2507 -4.4104 -0.0903 0.1 0.0 0.0 -0.266
C -2.2732 -2.2603 1.8943 0.1 -0.1 0.2 0.115
C -3.3100 -1.4913 2.4179 0.0 0.2 0.0 -0.096
C -3.4653 -1.3275 3.7887 0.0 0.0 0.0 -0.684
C -2.5788 -1.9315 4.6676 -0.1 -0.1 0.0 -0.577
C -1.5327 -2.6918 4.1657 -0.2 -0.2 0.0 -0.683
C -1.3854 -2.8499 2.7961 -0.1 -0.2 0.0 -0.185
H -2.1082 -1.8008 -2.8382 0.0 0.0 0.0 0.311
H -3.9211 -1.4390 -4.4532 0.0 0.0 0.0 0.420
H -6.2837 -1.5962 -3.7247 0.0 0.0 0.0 0.403
H -6.8048 -2.1688 -1.3782 0.0 0.0 0.0 0.409
H -5.0077 -2.5636 0.2294 0.1 0.0 0.1 0.450
H -2.9213 -5.0519 -1.0746 0.0 0.0 0.0 0.335
H -1.9514 -7.2770 -1.4217 0.0 0.0 0.0 0.392
H 0.4282 -7.6948 -0.8941 0.0 0.0 0.0 0.374
H 1.8345 -5.8485 -0.0314 0.1 0.0 0.0 0.483
H 0.8912 -3.6062 0.2583 0.0 0.0 0.0 0.556
H -4.0015 -0.9761 1.7617 0.0 0.0 -0.1 0.418
H -4.2805 -0.7248 4.1685 0.0 0.0 0.0 0.380
H -2.7018 -1.8092 5.7360 0.0 0.0 0.0 0.357
H -0.8276 -3.1600 4.8403 0.0 0.0 0.0 0.413
H -0.5587 -3.4509 2.4330 0.0 0.0 0.0 0.266
```
Positions in Å, forces in eV/Å.

LUMO level (alpha / beta)   0.32 / -0.14 eV
Charge   0
HOMO level (alpha / beta)   -5.37 / -7.70 eV
2S+1   4
⟨S²⟩   3.7808
Max |F|   0.0159 Eh/bohr
Relative energy (zero: lowest compared OMol25 entry of this formula, charge and spin)   23.2 kcal per mole

[4]
This record from the Open Molecules 2025 dataset describes the ion C10H17N2 with charge +1 in a non-equilibrium geometry. The level of theory is the ωB97M-V functional and the def2-TZVPD basis.

```
29
Properties=species:S:1:pos:R:3:forces:R:3:mulliken_charge:R:1
C 1.5284 -1.6225 1.3627 -0.2 0.1 0.0 -0.854
N 0.7690 -1.5967 0.0689 0.0 0.2 -0.1 -0.083
C -0.5840 -2.3043 0.4225 3.5 -1.3 -2.0 -1.047
C 0.6422 -0.2094 -0.7375 -1.2 2.4 0.7 1.225
C 2.0695 0.3849 -1.0656 -1.0 -1.5 0.8 -1.551
C -0.0732 -0.5789 -2.0156 -1.8 3.5 0.1 -1.997
C -0.3289 0.9757 0.0712 3.0 -2.5 -2.2 0.216
C -0.8475 2.0352 -0.6388 0.0 1.5 -0.4 -0.390
C -1.6967 2.8870 0.0634 0.0 -2.4 0.0 -0.626
C -2.1375 2.5316 1.3267 -0.1 0.3 1.3 -0.308
C -1.4816 1.4903 1.9765 0.6 0.1 -1.7 -0.427
N -0.4824 0.7750 1.3302 -2.5 -0.2 2.6 -0.218
H 1.0495 -1.0617 2.1559 -0.7 -0.1 -0.2 0.306
H 1.5965 -2.6842 1.6240 0.4 0.4 0.1 0.404
H 2.4522 -1.1129 1.2367 1.1 -0.1 -0.3 0.371
H 1.3841 -2.1766 -0.6272 -1.8 0.9 1.6 0.517
H -1.0478 -2.4967 -0.4753 -1.6 0.2 -1.9 0.426
H -0.3716 -3.2996 0.7656 0.7 -0.4 0.4 0.457
H -1.1383 -1.8530 1.1418 -1.3 2.1 1.8 0.407
H 2.6831 -0.4700 -1.3654 0.4 0.2 0.2 0.422
H 2.1112 1.0604 -1.9115 -0.6 0.1 -0.1 0.394
H 2.4478 0.9046 -0.1940 0.4 -0.1 0.1 0.432
H -0.1112 0.2939 -2.7287 0.8 -0.8 0.6 0.429
H 0.3476 -1.3883 -2.4689 1.1 -2.3 -1.5 0.536
H -1.1511 -0.6788 -1.9271 -0.1 -0.7 0.6 0.504
H -0.5835 2.3647 -1.6595 -0.1 -0.8 0.6 0.277
H -2.2370 3.5491 -0.5126 -0.7 2.0 -0.8 0.429
H -2.9522 3.0984 1.8455 0.9 -0.7 -0.6 0.355
H -1.8565 1.1830 2.9363 0.6 -0.2 0.4 0.392
```
Positions in Å, forces in eV/Å.

LUMO level   -2.69 eV
Charge   +1
SMILES   C[NH+](C)C(C)(C)c1ccccn1
HOMO level   -13.09 eV
2S+1   1
Max |F|   0.0880 Eh/bohr
Relative energy (zero: lowest compared OMol25 entry of this formula, charge and spin)   13.0 kcal per mole

[5]
This record from the Open Molecules 2025 dataset describes a structure of composition C29H34BrN4NiOSe2. The level of theory is the ωB97M-V functional and the def2-TZVPD basis.

```
72
Properties=species:S:1:pos:R:3:forces:R:3:mulliken_charge:R:1
Ni -0.8964 -1.5632 -0.2213 -0.4 0.2 0.1 -0.283
C 4.8264 2.8422 -2.0096 0.0 0.0 0.0 -1.705
C 4.0585 3.1409 -0.7138 0.0 0.0 0.0 1.857
C 3.8642 4.6539 -0.6042 0.0 0.0 0.0 -2.031
C 4.8938 2.6704 0.4867 0.0 0.0 0.0 -1.622
C 2.7264 2.3918 -0.7110 0.0 0.0 0.0 -0.549
C 2.7015 1.0222 -0.9481 0.0 0.0 0.0 0.105
C 1.4918 0.3704 -0.8842 0.0 -0.1 0.0 0.481
Br 1.4430 -1.5208 -1.1726 0.2 -0.1 -0.1 -0.136
C 0.2585 0.9532 -0.5733 -0.3 -0.2 0.0 0.181
O -0.8566 0.2262 -0.4985 0.2 0.4 -0.1 -0.404
C 0.2727 2.3467 -0.3720 0.0 0.1 0.0 -0.583
C 1.5056 3.0014 -0.4440 0.0 0.0 0.0 -0.075
C -0.9664 3.2267 -0.1105 0.1 0.0 0.0 2.182
C -0.7631 4.0150 1.1931 0.0 0.0 0.0 -1.732
C -2.2968 2.4778 0.0177 0.0 0.0 0.0 -2.019
C -1.1069 4.2118 -1.2836 0.0 0.0 0.0 -1.720
H 5.7287 3.4546 -2.0586 0.0 0.0 0.0 0.472
H 4.2154 3.0651 -2.8865 0.0 0.0 0.0 0.369
H 5.1372 1.7976 -2.0677 0.0 0.0 0.0 0.320
H 4.8349 5.1482 -0.6630 0.0 0.0 0.0 0.445
H 3.4083 4.9372 0.3468 0.0 0.0 0.0 0.362
H 3.2445 5.0407 -1.4163 0.0 0.0 0.0 0.415
H 5.8653 3.1700 0.4937 0.0 0.0 0.0 0.436
H 5.0691 1.5932 0.4481 0.0 0.0 0.0 0.350
H 4.3846 2.9006 1.4254 0.0 0.0 0.0 0.346
H 3.6030 0.4704 -1.1806 0.0 0.0 0.0 0.437
H 1.5019 4.0699 -0.2832 0.0 0.0 0.0 0.337
H -0.6096 3.3354 2.0348 0.0 0.0 0.0 0.331
H -1.6482 4.6197 1.4020 0.0 0.0 0.0 0.505
H 0.0922 4.6893 1.1426 0.0 0.0 0.0 0.311
H -2.2849 1.7638 0.8397 0.0 0.0 0.0 0.204
H -2.5503 1.9386 -0.8949 0.0 0.0 0.0 0.329
H -3.0796 3.2162 0.2105 0.0 0.0 0.0 0.522
H -0.2295 4.8514 -1.3869 0.0 0.0 0.0 0.319
H -1.9769 4.8546 -1.1304 0.0 0.0 0.0 0.459
H -1.2417 3.6716 -2.2232 0.0 0.0 0.0 0.374
Se -2.9427 -2.6541 2.3559 0.0 0.0 0.0 0.020
Se -3.9139 -0.8035 1.3739 0.0 -0.1 0.0 0.021
C -3.8762 -1.2742 -0.4918 0.1 0.1 0.0 -0.001
C -5.0949 -1.3095 -1.1568 0.0 0.1 0.0 -0.786
C -5.1083 -1.4950 -2.5296 0.0 0.0 0.0 -0.373
C -3.9041 -1.6245 -3.1998 0.0 0.0 0.0 -0.718
C -2.7354 -1.5879 -2.4639 0.0 0.1 0.0 -0.620
N -2.7165 -1.4344 -1.1343 0.1 -0.3 -0.1 1.035
C -1.2413 -1.8727 2.8169 0.0 0.1 -0.1 0.062
C -0.8690 -1.9169 4.1513 0.0 0.0 0.0 -0.783
C 0.3344 -1.3403 4.5279 0.0 0.0 0.0 -0.492
C 1.0973 -0.7052 3.5654 0.0 0.0 0.0 -0.952
C 0.6499 -0.7045 2.2551 0.0 0.0 0.0 -0.135
N -0.4841 -1.3025 1.8726 0.0 -0.2 0.1 0.766
H -6.0108 -1.1838 -0.5979 0.0 0.0 0.0 0.496
H -6.0467 -1.5307 -3.0670 0.0 0.0 0.0 0.407
H -3.8634 -1.7463 -4.2728 0.0 0.0 0.0 0.471
H -1.7684 -1.6627 -2.9466 0.0 -0.1 0.0 0.420
H -1.5261 -2.3740 4.8775 0.0 0.0 0.0 0.486
H 0.6526 -1.3645 5.5620 0.0 0.0 0.0 0.427
H 2.0273 -0.2133 3.8123 0.0 0.0 0.0 0.541
H 1.2180 -0.2080 1.4801 0.0 0.0 0.0 0.290
N -0.4288 -7.6410 0.0928 0.0 0.0 0.0 -0.447
C -0.5775 -6.3022 0.0288 0.0 0.0 0.0 1.105
C 0.1871 -5.4368 0.8283 0.0 0.0 0.0 -0.924
C 0.0053 -4.0837 0.7207 0.0 -0.1 -0.1 -0.405
N -0.8823 -3.5086 -0.1135 0.2 0.0 0.1 0.642
C -1.6067 -4.3361 -0.8808 -0.1 0.0 0.1 -0.251
C -1.4953 -5.7027 -0.8463 0.0 0.0 0.0 -0.837
H 0.2126 -8.0602 0.7406 0.0 0.0 0.0 0.195
H -0.9953 -8.2515 -0.4666 0.0 0.0 0.0 0.192
H 0.9212 -5.8253 1.5219 0.0 0.0 0.0 0.369
H 0.6019 -3.4129 1.3216 0.0 0.0 0.0 0.491
H -2.3230 -3.8796 -1.5463 0.0 0.0 0.0 0.320
H -2.1175 -6.3057 -1.4942 0.0 0.0 0.0 0.380
```
Positions in Å, forces in eV/Å.

LUMO level (alpha / beta)   -3.04 / -3.04 eV
Charge   +1
HOMO level (alpha / beta)   -9.93 / -9.93 eV
2S+1   1
Max |F|   0.0094 Eh/bohr

> Which value of max |F| does entry 3 give?

0.0159 Eh/bohr

> What is the formula in the third record?

C49H40ClGeN2O2PReS